This record from the Open Molecules 2025 dataset describes a molecular structure, C14H49N19NbO10. The level of theory is ωB97M-V with the def2-TZVPD basis set.

## Properties
HOMO (eV): -3.3775
Total charge: -1
Gap between HOMO and LUMO (eV): 4.2
LUMO (eV): 0.8
Spin multiplicity: 1

The geometry in XYZ format:
```
93
C14H49N19NbO10, DFT ωB97M-V with the def2-TZVPD basis set
C 8.79 1.08 -2.10
C 7.43 0.88 -2.35
Nb 5.95 -0.20 -1.01
O 6.60 -2.11 -1.56
C 4.45 -0.31 -2.76
C 3.44 0.87 -2.88
C 2.69 1.51 -1.69
N 3.17 1.33 -4.06
H 9.06 1.74 -1.24
H 9.58 0.62 -2.72
H 7.04 1.26 -3.34
H 4.70 -0.90 0.14
H 7.18 -0.15 0.33
H 5.31 1.44 -0.49
H 5.84 -2.70 -1.43
H 3.95 -1.32 -2.74
H 5.10 -0.27 -3.68
H 1.59 1.38 -1.90
H 2.98 1.07 -0.72
H 2.87 2.61 -1.66
H 3.70 0.82 -4.77
C 3.06 2.13 2.26
O 3.77 2.04 1.27
N 2.83 3.31 2.89
N 2.44 1.05 2.81
H 2.24 3.41 3.71
H 3.27 4.13 2.52
H 2.59 0.16 2.37
H 1.85 1.10 3.62
C 3.13 -4.20 -1.17
O 4.05 -3.49 -0.78
N 1.84 -3.77 -1.22
N 3.32 -5.48 -1.59
H 1.08 -4.34 -1.53
H 1.66 -2.83 -0.92
H 4.26 -5.84 -1.57
H 2.58 -6.08 -1.91
C -0.21 4.81 4.64
O 0.83 4.65 4.00
N -1.39 4.31 4.24
N -0.24 5.53 5.80
H -2.25 4.43 4.74
H -1.40 3.78 3.39
H 0.62 5.92 6.13
H -1.08 5.68 6.34
C 0.00 -8.05 -1.83
O 0.92 -7.34 -1.44
N -1.28 -7.62 -1.87
N 0.19 -9.33 -2.24
H -2.06 -8.18 -2.18
H -1.46 -6.68 -1.57
H 1.13 -9.69 -2.22
H -0.55 -9.93 -2.56
C -4.13 4.37 2.02
O -3.66 4.56 3.14
N -3.41 4.56 0.89
N -5.42 3.97 1.83
H -3.77 4.42 -0.03
H -2.46 4.86 1.00
H -5.98 3.82 2.64
H -5.82 3.82 0.92
C -8.47 4.80 -0.30
O -7.43 4.64 -0.94
N -9.67 4.28 -0.70
N -8.52 5.51 0.85
H -10.52 4.41 -0.19
H -9.68 3.75 -1.55
H -7.66 5.91 1.18
H -9.36 5.65 1.39
C -3.95 -8.14 0.40
O -3.70 -8.83 -0.58
N -5.21 -7.75 0.72
N -2.98 -7.70 1.24
H -5.43 -7.18 1.51
H -5.95 -8.05 0.12
H -2.03 -7.97 1.03
H -3.15 -7.13 2.05
C -11.62 5.29 3.45
O -10.90 5.20 2.45
N -11.84 6.48 4.07
N -12.24 4.22 3.99
H -12.42 6.58 4.88
H -11.40 7.29 3.69
H -12.09 3.33 3.55
H -12.83 4.27 4.80
C 11.13 -1.66 -5.44
O 11.87 -1.01 -6.17
N 9.99 -1.14 -4.91
N 11.39 -2.95 -5.10
H 9.37 -1.66 -4.31
H 9.77 -0.19 -5.13
H 12.22 -3.37 -5.47
H 10.80 -3.50 -4.50
```

=====

This record from the Open Molecules 2025 dataset describes 2 unconnected molecules or ions with the total composition C3H8NO. The level of theory is ωB97M-V with the def2-TZVPD basis set.

## Properties
HOMO (spin up / spin down) (eV): -6.0442 / -10.0497
Total charge: 0
Gap between HOMO and LUMO (spin up / spin down) (eV): 6.9 / 10.9
LUMO (spin up / spin down) (eV): 0.8 / 0.8
Spin multiplicity: 2

The geometry in XYZ format:
```
13
C3H8NO, DFT ωB97M-V with the def2-TZVPD basis set
C -0.22 1.57 2.04
N -1.51 1.13 2.09
H 0.13 2.05 2.94
H 0.40 1.34 1.15
H -1.91 0.64 1.30
H -1.88 0.55 2.83
O -0.53 -0.49 -0.40
C 0.02 -1.22 -1.21
C 1.13 -0.85 -2.24
H -0.15 -2.29 -1.12
H 1.75 -1.75 -2.50
H 0.87 -0.38 -3.17
H 1.89 -0.31 -1.71
```

=====

This record from the Open Molecules 2025 dataset describes 2 unconnected molecules or ions with the total composition C50H41N3O6. The level of theory is ωB97M-V with the def2-TZVPD basis set.

## Properties
HOMO (eV): -7.4902
Total charge: 0
Gap between HOMO and LUMO (eV): 5.9
LUMO (eV): -1.6
Spin multiplicity: 1

The geometry in XYZ format:
```
100
C50H41N3O6, DFT ωB97M-V with the def2-TZVPD basis set
C 2.87 2.12 2.49
C 3.77 1.08 1.85
C 5.22 1.42 2.17
O 3.48 -0.25 2.37
C 2.22 -0.73 2.07
O 1.70 -1.57 2.79
C 1.60 -0.23 0.85
C 0.17 -0.03 0.78
C -0.49 1.06 1.63
C -0.86 2.27 1.01
C -1.72 3.15 1.65
C -2.23 2.82 2.92
N -3.34 3.56 3.41
O -3.88 3.21 4.49
O -3.76 4.52 2.73
C -1.79 1.66 3.59
C -0.92 0.79 2.93
C 2.46 0.52 -0.08
O 2.18 0.66 -1.26
O 3.63 1.03 0.41
H 1.82 1.97 2.21
H 2.98 2.06 3.58
H 3.19 3.11 2.15
H 5.91 0.76 1.63
H 5.42 2.45 1.86
H 5.40 1.35 3.24
H -0.05 0.20 -0.27
H -0.29 -0.96 1.09
H -0.49 2.50 0.02
H -2.05 4.07 1.17
H -2.17 1.44 4.58
H -0.59 -0.13 3.43
C -2.64 -8.98 3.60
C -3.33 -7.78 3.79
C -2.64 -6.57 3.82
C -1.25 -6.56 3.66
N -0.53 -5.34 3.74
C 0.07 -4.98 4.98
C 1.33 -5.47 5.32
C 1.81 -5.30 6.62
C 1.05 -4.62 7.57
C -0.19 -4.06 7.21
C -0.68 -4.24 5.91
C -0.17 -4.67 2.55
C -1.04 -3.71 2.01
C -0.70 -3.06 0.85
C 0.63 -3.16 0.32
C 1.11 -2.19 -0.61
C 2.33 -2.37 -1.33
C 2.37 -2.31 -2.74
C 3.47 -2.79 -3.42
C 4.58 -3.28 -2.70
N 5.55 -3.99 -3.40
C 6.87 -4.14 -2.96
C 7.61 -5.20 -3.52
C 8.96 -5.35 -3.19
C 9.56 -4.47 -2.29
C 8.83 -3.40 -1.75
C 7.49 -3.23 -2.09
C 5.26 -4.41 -4.74
C 5.72 -3.63 -5.80
C 5.54 -4.06 -7.11
C 4.88 -5.27 -7.36
C 4.38 -6.03 -6.30
C 4.54 -5.60 -4.98
C 4.62 -3.15 -1.30
C 3.52 -2.65 -0.63
C 1.40 -4.26 0.76
C 1.02 -4.99 1.88
C -0.56 -7.76 3.46
C -1.26 -8.97 3.43
H -3.19 -9.93 3.56
H -4.42 -7.78 3.92
H -3.15 -5.62 3.96
H 1.90 -6.00 4.56
H 2.79 -5.73 6.89
H 1.42 -4.50 8.59
H -0.79 -3.51 7.94
H -1.64 -3.85 5.60
H -1.95 -3.48 2.56
H -1.44 -2.40 0.38
H 0.37 -1.56 -1.13
H 1.51 -1.91 -3.28
H 3.47 -2.83 -4.51
H 7.13 -5.87 -4.23
H 9.52 -6.17 -3.65
H 10.61 -4.63 -2.00
H 9.31 -2.70 -1.07
H 6.93 -2.38 -1.69
H 6.23 -2.69 -5.57
H 5.91 -3.44 -7.93
H 4.77 -5.62 -8.39
H 3.86 -6.97 -6.50
H 4.16 -6.17 -4.14
H 5.49 -3.46 -0.73
H 3.54 -2.50 0.46
H 2.34 -4.51 0.27
H 1.65 -5.79 2.25
H 0.53 -7.72 3.33
H -0.71 -9.90 3.26
```

=====

This record from the Open Molecules 2025 dataset describes 2 unconnected molecules or ions with the total composition C6H14O. The level of theory is ωB97M-V with the def2-TZVPD basis set.

## Properties
HOMO (eV): -9.5804
Total charge: 0
Gap between HOMO and LUMO (eV): 10.6
LUMO (eV): 1.0
Structure (SMILES): CC(=O)CC(C)C.[H][H]
Spin multiplicity: 1

The geometry in XYZ format:
```
21
C6H14O, DFT ωB97M-V with the def2-TZVPD basis set
C -1.53 -0.74 -1.06
C -1.10 -0.35 0.36
C -2.22 0.44 1.04
C 0.19 0.47 0.40
C 1.49 -0.31 0.33
C 2.74 0.50 0.05
O 1.55 -1.50 0.57
H -2.49 -1.27 -1.02
H -0.81 -1.41 -1.55
H -1.66 0.14 -1.69
H -0.90 -1.27 0.92
H -3.14 -0.14 1.08
H -2.42 1.37 0.50
H -1.94 0.70 2.07
H 0.28 0.97 1.38
H 0.18 1.29 -0.34
H 1.31 -0.51 -2.03
H 3.14 0.79 1.03
H 2.55 1.42 -0.52
H 3.50 -0.10 -0.46
H 1.37 -1.15 -1.66
```

=====

This record from the Open Molecules 2025 dataset describes C8H9N3O4 in the gas phase. The level of theory is ωB97M-V with the def2-TZVPD basis set.

## Properties
HOMO (eV): -9.6412
Total charge: 0
Gap between HOMO and LUMO (eV): 9.3
LUMO (eV): -0.3
Structure (SMILES): CC(=O)C1(C(=O)/C(C(N)=O)=C(/C)O)N=N1
Spin multiplicity: 1

The geometry in XYZ format:
```
24
C8H9N3O4, DFT ωB97M-V with the def2-TZVPD basis set
C -0.08 0.63 -0.40
C 0.66 0.21 -1.53
C -1.44 0.83 -0.56
C 0.49 1.03 0.99
C 2.61 -1.71 -0.98
C 2.47 -0.21 -1.19
C -2.56 1.24 0.36
C 1.35 -2.49 -0.97
N 3.56 0.34 -1.87
N 3.58 0.56 -0.69
N 1.60 1.75 0.96
O -1.98 0.74 -1.75
O 0.03 0.60 2.03
O 3.70 -2.20 -0.93
O 0.27 0.03 -2.70
H -2.41 1.66 1.36
H -3.25 1.75 -0.22
H -3.07 0.30 0.58
H 1.44 -3.32 -0.26
H 1.26 -2.90 -2.04
H 0.60 -1.82 -0.72
H 1.71 2.42 0.17
H 2.01 1.98 1.85
H -1.24 0.52 -2.40
```

=====

This record from the Open Molecules 2025 dataset describes 9 unconnected molecules or ions with the total composition C53H43BO23S. The level of theory is ωB97M-V with the def2-TZVPD basis set.

## Properties
HOMO (eV): -10.0959
Total charge: 0
Gap between HOMO and LUMO (eV): 8.3
LUMO (eV): -1.8
Structure (SMILES): COC[C@@H]1OS(=O)(=O)O[C@@H]1CB(O)O.O=C1C=CC(=O)C=C1.O=C1C=CC(=O)C=C1.O=C1C=CC(=O)C=C1.O=C1C=CC(=O)C=C1.O=C1C=CC(=O)C=C1.O=C1C=CC(=O)C=C1.O=C1C=CC(=O)C=C1.O=C1C=CC(=O)C=C1
Spin multiplicity: 1

The geometry in XYZ format:
```
121
C53H43BO23S, DFT ωB97M-V with the def2-TZVPD basis set
C -0.38 1.85 3.76
O 0.62 2.66 3.19
C 1.15 2.09 2.00
C 2.34 1.20 2.37
O 3.43 2.14 2.65
S 4.37 2.31 1.40
O 3.94 3.30 0.50
O 5.68 2.40 1.89
O 4.05 0.92 0.64
C 2.93 0.32 1.30
C 2.02 -0.41 0.34
B 1.36 0.52 -0.76
O 2.05 1.14 -1.74
O -0.01 0.71 -0.64
H -0.13 0.79 3.72
H -0.52 2.12 4.79
H -1.33 1.98 3.24
H 0.37 1.53 1.50
H 1.51 2.89 1.36
H 2.08 0.63 3.24
H 3.39 -0.50 1.87
H 2.62 -1.15 -0.18
H 1.24 -0.97 0.85
H 1.80 2.09 -1.76
H -0.20 1.65 -0.81
C -3.24 0.68 -1.68
C -3.98 0.28 -2.71
C -5.40 0.67 -2.83
O -6.08 0.30 -3.77
C -5.98 1.52 -1.76
C -5.24 1.92 -0.73
C -3.81 1.53 -0.61
O -3.14 1.90 0.33
H -2.20 0.41 -1.57
H -3.58 -0.34 -3.50
H -7.02 1.79 -1.87
H -5.64 2.54 0.06
C -9.25 5.56 0.12
C -10.43 5.97 -0.34
C -10.88 5.63 -1.72
O -11.95 6.00 -2.15
C -9.96 4.81 -2.55
C -8.79 4.40 -2.09
C -8.34 4.74 -0.71
O -7.27 4.36 -0.28
H -8.91 5.80 1.11
H -11.11 6.56 0.25
H -10.31 4.57 -3.55
H -8.10 3.80 -2.68
C -9.47 3.03 4.54
C -9.04 1.94 5.18
C -8.34 0.85 4.45
O -7.95 -0.14 5.03
C -8.13 1.03 2.99
C -8.56 2.12 2.36
C -9.26 3.20 3.08
O -9.65 4.19 2.50
H -9.99 3.83 5.05
H -9.19 1.80 6.24
H -7.61 0.22 2.48
H -8.41 2.26 1.29
C 4.36 5.69 -4.67
C 3.20 5.52 -4.06
C 3.00 4.42 -3.08
O 1.93 4.27 -2.52
C 4.14 3.52 -2.82
C 5.31 3.68 -3.43
C 5.51 4.78 -4.40
O 6.58 4.94 -4.96
H 4.54 6.48 -5.38
H 2.35 6.17 -4.23
H 3.96 2.73 -2.09
H 6.15 3.03 -3.25
C 0.65 -3.07 -2.38
C -0.01 -3.48 -3.46
C 0.54 -4.53 -4.35
O -0.05 -4.90 -5.33
C 1.86 -5.12 -3.97
C 2.51 -4.71 -2.89
C 1.96 -3.65 -2.01
O 2.55 -3.28 -1.02
H 0.26 -2.30 -1.72
H -0.97 -3.06 -3.75
H 2.24 -5.89 -4.63
H 3.47 -5.12 -2.60
C 2.24 -6.00 0.87
C 2.95 -6.13 1.99
C 2.59 -7.14 3.01
O 3.24 -7.26 4.03
C 1.42 -8.01 2.74
C 0.71 -7.88 1.62
C 1.06 -6.86 0.60
O 0.42 -6.74 -0.42
H 2.48 -5.27 0.11
H 3.81 -5.51 2.20
H 1.18 -8.74 3.50
H -0.15 -8.50 1.41
C 5.09 -11.17 3.27
C 4.66 -10.34 2.33
C 3.69 -10.77 1.30
O 3.30 -10.00 0.44
C 3.22 -12.17 1.35
C 3.64 -13.01 2.28
C 4.61 -12.58 3.32
O 5.00 -13.34 4.18
H 5.79 -10.88 4.04
H 5.00 -9.31 2.28
H 2.51 -12.47 0.58
H 3.31 -14.04 2.34
C 8.12 7.55 0.43
C 6.94 7.91 -0.07
C 6.57 7.56 -1.47
O 5.50 7.89 -1.94
C 7.56 6.80 -2.27
C 8.73 6.43 -1.76
C 9.10 6.79 -0.37
O 10.17 6.46 0.10
H 8.41 7.80 1.45
H 6.21 8.47 0.49
H 7.26 6.55 -3.28
H 9.46 5.87 -2.33
```

=====

This record from the Open Molecules 2025 dataset describes a molecular structure, C11H28NbO2S. The level of theory is ωB97M-V with the def2-TZVPD basis set.

## Properties
HOMO (eV): -4.6852
Total charge: -1
Gap between HOMO and LUMO (eV): 6.7
LUMO (eV): 2.0
Spin multiplicity: 1

The geometry in XYZ format:
```
43
C11H28NbO2S, DFT ωB97M-V with the def2-TZVPD basis set
C 1.97 -3.46 0.94
C 1.11 -2.58 0.03
C 1.55 -1.10 0.06
C 1.72 -0.49 -1.33
C 2.82 0.57 -1.51
C 3.08 1.54 -0.36
C 2.10 2.72 -0.32
C 0.85 2.44 0.53
C -0.43 2.78 -0.21
C -1.67 2.64 0.68
Nb -2.43 0.55 0.76
S -3.53 -1.79 0.79
C -4.50 -2.10 -0.70
O -4.51 -1.90 1.88
O -2.50 -2.83 0.87
H 1.39 -4.30 1.32
H 2.82 -3.87 0.40
H 2.31 -2.90 1.80
H 0.10 -2.64 0.42
H 1.12 -2.97 -0.98
H 0.76 -0.57 0.57
H 2.45 -1.02 0.66
H 0.76 -0.12 -1.68
H 1.96 -1.31 -2.00
H 2.51 1.19 -2.35
H 3.74 0.10 -1.84
H 4.07 1.95 -0.51
H 3.11 1.05 0.61
H 2.64 3.58 0.04
H 1.81 2.94 -1.35
H 0.84 1.40 0.84
H 0.91 3.03 1.44
H -0.34 3.82 -0.55
H -0.47 2.15 -1.09
H -1.47 2.98 1.69
H -2.44 3.31 0.30
H -3.59 0.78 -0.65
H -3.80 1.06 1.88
H -1.55 -0.03 2.25
H -1.19 -0.17 -0.39
H -5.23 -1.31 -0.76
H -3.86 -2.09 -1.57
H -4.99 -3.06 -0.61
```

=====

This record from the Open Molecules 2025 dataset describes 9 unconnected molecules or ions with the total composition C5H28N2O9. The level of theory is ωB97M-V with the def2-TZVPD basis set.

## Properties
HOMO (eV): -8.9618
Total charge: 0
Gap between HOMO and LUMO (eV): 9.1
LUMO (eV): 0.2
Structure (SMILES): C[C@H](CC=O)NCN.O.O.O.O.O.O.O.O
Spin multiplicity: 1

The geometry in XYZ format:
```
44
C5H28N2O9, DFT ωB97M-V with the def2-TZVPD basis set
C 1.08 -0.48 1.68
C 0.02 0.16 0.72
C -0.86 1.30 1.45
C -0.16 2.66 1.35
O 0.34 3.11 2.35
N -1.01 -0.88 0.37
C -0.51 -2.10 -0.42
N 0.10 -1.92 -1.70
H 1.60 -1.35 1.20
H 1.91 0.06 1.98
H 0.69 -0.82 2.61
H 0.55 0.58 -0.23
H -1.83 1.37 0.80
H -1.07 1.11 2.51
H -0.05 3.13 0.37
H -1.50 -1.26 1.17
H 0.29 -2.52 0.20
H -1.35 -2.81 -0.58
H -0.40 -1.51 -2.47
H 1.07 -1.28 -1.62
H -1.36 0.13 -3.62
H -0.30 -0.13 -4.68
O -0.51 0.46 -3.97
H 4.72 -1.48 -0.13
H 3.66 -2.14 0.77
O 4.30 -1.45 0.64
H 2.58 -0.08 -3.17
H 1.09 0.52 -2.94
O 1.84 0.16 -2.51
H -2.65 -1.89 2.62
H -2.48 -3.29 2.81
O -2.54 -2.67 2.14
H 2.05 1.75 -0.21
H 1.53 2.16 -1.59
O 1.95 2.52 -0.75
H -0.18 0.39 4.46
H -1.57 0.96 4.68
O -1.15 0.07 4.70
H -2.06 -0.22 -0.99
H -3.02 0.99 -1.24
O -2.52 0.33 -1.77
H -0.71 2.58 -3.03
H -1.02 1.49 -1.93
O -0.53 2.31 -2.06
```

=====

Number 1: M 736.6 g/mol. Number 2: M 74.1 g/mol. Number 3: M 779.9 g/mol. Number 4: M 102.2 g/mol. Number 5: M 211.2 g/mol. Number 6: M 1090.8 g/mol. Number 7: M 317.3 g/mol. Number 8: M 260.3 g/mol.